# 1
Molecular formula: C8H10MnO5S
Method: DFT, ωB97M-V/def2-TZVPD

Geometry (Å):
Mn (1.030, -0.762, 2.182)
C (2.412, 0.363, 1.727)
O (3.233, 1.123, 1.384)
C (0.524, -1.977, 3.438)
O (0.120, -2.775, 4.189)
C (0.964, -1.853, 0.703)
O (0.937, -2.651, -0.148)
C (-0.407, 0.321, 2.159)
O (-1.359, 1.007, 2.115)
C (-3.103, -1.412, -0.558)
H (-3.650, -0.456, -0.571)
H (-2.837, -1.816, -1.547)
C (-3.076, -2.163, 0.548)
H (-2.645, -3.162, 0.565)
H (-3.373, -1.781, 1.529)
C (0.220, 2.382, -0.931)
S (0.476, 1.129, -2.195)
C (2.129, 1.639, -2.676)
O (0.594, -0.194, -1.517)
H (0.437, 3.358, -1.378)
H (0.898, 2.151, -0.101)
H (-0.827, 2.328, -0.616)
H (2.711, 1.792, -1.761)
H (2.555, 0.841, -3.290)
H (2.035, 2.566, -3.250)

Output
Highest occupied orbital energy (spin up / spin down), eV: -15.74 / -15.73
2S+1: 6
E, a.u.: -2235.372155
E_LUMO (spin up / spin down), eV: -7.10 / -11.88
<S²>: 8.799
ΔE to the lowest compared entry with this formula, charge and spin, kJ/mol: 0.00
HOMO-LUMO gap (spin up / spin down), eV: 8.642 / 3.848
Charge: +2

Which charges does Löwdin predict for the atoms? In e, they are: 0.427 -0.071 0.180 -0.056 0.226 -0.080 0.212 -0.089 0.193 -0.086 0.057 0.058 -0.077 0.054 0.054 -0.164 1.111 -0.156 -0.306 0.098 0.061 0.081 0.084 0.093 0.096

# 2
Molecular formula: C25H28N4O5S
Method: DFT, ωB97M-V/def2-TZVPD

Geometry (Å):
O (-2.774, -1.482, 0.482)
C (-2.736, -0.304, 0.785)
N (-3.836, 0.413, 1.105)
C (-5.170, -0.117, 0.987)
C (-6.031, 0.650, -0.036)
C (-6.246, 2.133, 0.338)
C (-5.851, 2.892, -0.933)
C (-4.915, 1.897, -1.622)
O (-5.443, 0.624, -1.325)
C (-1.439, 0.439, 0.876)
C (-1.312, 1.825, 0.709)
C (-0.073, 2.420, 0.777)
C (1.070, 1.651, 1.003)
C (2.391, 2.266, 1.065)
O (2.615, 3.456, 1.005)
N (3.445, 1.350, 1.216)
C (4.795, 1.879, 1.176)
C (5.309, 1.952, -0.228)
C (5.072, 1.185, -1.330)
C (5.841, 1.759, -2.373)
C (6.484, 2.824, -1.826)
O (6.166, 2.953, -0.526)
C (3.210, 0.014, 1.293)
S (4.578, -1.076, 1.353)
C (3.668, -2.597, 0.958)
C (2.831, -2.343, -0.297)
O (3.240, -1.617, -1.186)
N (1.666, -2.993, -0.382)
C (1.044, -3.858, 0.602)
C (-0.337, -4.167, 0.015)
C (-0.120, -4.022, -1.489)
C (0.827, -2.833, -1.560)
N (2.046, -0.533, 1.318)
C (0.952, 0.260, 1.150)
C (-0.312, -0.329, 1.095)
H (-3.733, 1.374, 1.384)
H (-5.675, -0.100, 1.960)
H (-5.057, -1.151, 0.653)
H (-6.987, 0.117, -0.116)
H (-7.278, 2.324, 0.624)
H (-5.608, 2.418, 1.175)
H (-5.370, 3.845, -0.728)
H (-6.727, 3.065, -1.557)
H (-4.893, 1.999, -2.707)
H (-3.888, 1.990, -1.240)
H (-2.176, 2.439, 0.495)
H (0.046, 3.486, 0.649)
H (5.436, 1.250, 1.804)
H (4.766, 2.893, 1.588)
H (4.441, 0.322, -1.406)
H (5.900, 1.418, -3.386)
H (7.166, 3.542, -2.235)
H (4.430, -3.350, 0.754)
H (3.075, -2.882, 1.821)
H (0.971, -3.359, 1.572)
H (1.634, -4.774, 0.722)
H (-0.686, -5.158, 0.299)
H (-1.074, -3.433, 0.343)
H (-1.048, -3.842, -2.026)
H (0.360, -4.913, -1.896)
H (1.452, -2.809, -2.454)
H (0.277, -1.887, -1.494)
H (-0.410, -1.395, 1.211)

Output
Highest occupied orbital energy, eV: -8.31
E, a.u.: -1962.927656
E_LUMO, eV: 0.08
ΔE to the lowest compared entry with this formula, charge and spin, kJ/mol: 47.36
HOMO-LUMO gap, eV: 8.394
Charge: 0

Which charges does Löwdin predict for the atoms? In e, they are: 0.067 -0.436 0.085 -0.113 -0.307 -0.122 -0.145 -0.199 -0.089 -0.107 -0.023 0.010 -0.051 -0.346 0.102 0.027 -0.083 -0.256 -0.010 -0.052 -0.122 0.050 -0.554 1.048 -0.335 -0.555 0.022 -0.049 -0.154 -0.155 -0.154 -0.130 0.110 -0.176 0.066 0.121 0.130 0.126 0.147 0.112 0.103 0.110 0.113 0.124 0.104 0.098 0.123 0.103 0.139 0.083 0.101 0.117 0.092 0.067 0.111 0.126 0.111 0.089 0.114 0.113 0.124 0.128 0.108

# 3
Molecular formula: C3H9NO2S
Method: DFT, ωB97M-V/def2-TZVPD

Geometry (Å):
C (1.677, -0.020, -0.525)
C (-1.457, -1.121, 2.276)
C (0.234, -0.153, -1.232)
N (-0.470, 1.109, 1.974)
O (-0.823, -0.211, -0.401)
O (-1.122, -0.161, 2.814)
S (0.053, 1.161, -2.585)
H (1.525, 0.887, 0.150)
H (2.519, 0.166, -1.251)
H (1.809, -0.843, 0.135)
H (-1.549, -1.229, 1.158)
H (0.145, -1.168, -1.539)
H (-0.222, 1.783, 2.600)
H (-1.390, 1.436, 1.690)
H (-1.086, 0.636, -0.033)
H (0.070, 2.130, -1.678)

Output
Highest occupied orbital energy, eV: -8.09
E, a.u.: -722.892249
E_LUMO, eV: 0.48
ΔE to the lowest compared entry with this formula, charge and spin, kJ/mol: 724.90
HOMO-LUMO gap, eV: 8.561
Charge: 0

Which charges does Löwdin predict for the atoms? In e, they are: -0.091 -0.024 -0.749 0.077 -0.150 -0.070 0.717 0.067 0.079 0.047 0.060 0.095 0.004 0.049 0.049 -0.162

# 4
Molecular formula: HNO2PS
Method: DFT, ωB97M-V/def2-TZVPD

Geometry (Å):
O (2.981, -1.855, -1.149)
S (2.379, -0.726, -1.841)
N (0.712, -0.538, -1.859)
P (0.742, 0.454, -0.471)
O (2.494, 0.494, -0.639)
H (0.724, -0.476, 0.709)

Output
Highest occupied orbital energy, eV: -3.80
E, a.u.: -945.393778
E_LUMO, eV: 4.13
ΔE to the lowest compared entry with this formula, charge and spin, kJ/mol: 122.21
HOMO-LUMO gap, eV: 7.935
Charge: -1

Which charges does Löwdin predict for the atoms? In e, they are: -0.565 0.548 -0.657 0.538 -0.743 -0.121